(1)
The following is a DFT calculation (ωB97M-V with the def2-TZVPD basis set) of 2 unconnected molecules or ions with the total composition C3H9IN2O2S.

<S²> = 2.02
HOMO-LUMO gap (spin up / spin down) = 6.396 / 6.396 eV
Net charge = 0
2S+1 = 3

Structure (XYZ):
```
18
Properties=species:S:1:pos:R:3:forces:R:3
I 1.729289 1.645786 1.774719 0.2 4.9 2.0
S -0.456917 0.781960 -1.272126 -0.8 -1.9 1.6
O -0.940324 1.241545 0.033501 0.0 0.3 -1.6
O -1.146722 -0.693033 -1.534405 -1.6 2.2 -0.5
N 1.007464 0.424681 -1.364869 -1.2 0.0 -2.6
N 1.910452 -0.212324 0.997098 0.2 -3.9 0.1
C 1.423189 -1.236243 1.517531 0.0 -1.1 -1.5
C 0.465362 -1.401308 2.645481 -2.5 0.9 -0.7
C -1.619881 1.531615 -2.553629 3.3 2.8 2.2
H -1.196199 2.451016 -3.026277 -0.2 -1.0 0.3
H -0.446154 -1.268920 -1.365519 2.0 -1.9 0.4
H -0.611237 -1.344360 2.273965 1.3 0.1 -0.1
H 0.402461 -0.814553 3.541739 0.9 1.0 0.1
H -1.963280 0.816506 -3.196397 -0.9 -1.7 -1.4
H 1.582942 0.808048 -0.663904 0.5 0.8 0.5
H 1.565719 -2.193459 0.949542 0.2 0.4 0.5
H -2.210986 1.842112 -1.726842 -1.7 0.3 -0.1
H 0.504821 -2.379071 2.970391 0.4 -2.3 0.7
```
Positions in Å, forces in eV/Å.



(2)
The following is a DFT calculation (ωB97M-V with the def2-TZVPD basis set) of C4H8O3 in the gas phase.

HOMO-LUMO gap = 10.534 eV
Net charge = 0
2S+1 = 1
Structure (SMILES) = C[C@@H](O)[C@@H](O)C=O
Energy above the lowest of the compared OMol25 structures with the same formula, charge and spin = 3.077 eV

Structure (XYZ):
```
15
Properties=species:S:1:pos:R:3:forces:R:3
O 0.902417 -0.322841 1.872380 -1.6 -1.8 0.3
O 1.745499 0.568359 -0.604265 0.2 0.1 0.2
O -2.071901 0.817340 1.331760 0.4 0.4 -0.1
C -0.910775 0.991897 1.047324 -0.4 0.1 -0.2
C -0.292440 -0.120953 -1.663292 0.0 0.0 -0.2
C 0.683267 -0.351041 -0.532325 -0.3 0.0 -0.2
C -0.016977 -0.190447 0.791630 -1.7 -0.6 -1.4
H -0.644380 0.916205 -1.649332 0.1 -0.1 -0.1
H 0.211213 -1.078079 1.932414 3.1 0.4 2.9
H -0.446101 1.994514 1.006290 -0.1 0.0 0.1
H -0.735353 -1.089841 0.924712 0.2 1.2 -1.1
H 0.185153 -0.316468 -2.622842 -0.1 0.0 0.0
H 1.061671 -1.389924 -0.550610 0.0 0.2 -0.1
H 2.222882 0.477640 0.235876 0.1 0.1 -0.2
H -1.160324 -0.782926 -1.558246 0.2 0.1 0.0
```
Positions in Å, forces in eV/Å.



(3)
The following is a DFT calculation (ωB97M-V with the def2-TZVPD basis set) of 2 unconnected molecules or ions with the total composition C34H31N4O3S.

HOMO-LUMO gap = 5.220 eV
Net charge = -1
2S+1 = 1
Energy above the lowest of the compared OMol25 structures with the same formula, charge and spin = 0.000 eV

Structure (XYZ):
```
73
Properties=species:S:1:pos:R:3:forces:R:3
S 5.719249 3.418600 -1.428254 0.2 0.1 0.0
O 3.311361 -0.430277 -3.327897 0.3 0.7 0.2
O 3.391212 -1.250962 2.643690 1.0 0.9 0.2
O 0.845264 3.033994 -1.388162 0.5 0.1 0.1
N -4.486599 2.421614 -2.198594 -0.4 0.6 0.8
N 4.372199 1.345163 -2.352716 -1.2 0.1 0.2
N 3.100318 3.171761 -1.532354 -0.4 -0.9 -0.6
N 2.046870 -1.910902 -0.579400 -0.2 -0.5 1.6
C -0.936988 2.215514 -3.130295 0.0 -0.6 0.4
C 0.663607 -3.643220 2.089381 -0.1 -0.1 -0.2
C -5.011463 0.679303 -0.493760 0.2 0.1 0.1
C 0.573842 -4.808877 1.314066 0.1 0.5 0.3
C -1.258278 -4.399121 3.337643 -0.1 -0.1 0.2
C -3.178552 1.953688 -2.306921 -0.4 0.0 0.0
C -1.548781 0.210257 -1.957755 0.6 0.4 -0.5
C 2.024922 -2.112253 6.581055 0.0 0.1 0.2
C 2.002166 -3.460593 6.872357 -0.1 -0.1 0.3
C -2.511695 4.102849 -3.487705 -0.2 0.3 -0.2
C -0.281186 -3.462090 3.110342 0.3 0.1 -0.5
C 3.001021 4.507873 -0.988301 0.1 0.5 0.2
C -0.377461 -5.760663 1.585103 -0.2 -0.2 -0.1
C -2.822602 0.692924 -1.774803 -0.4 0.5 -0.1
C 1.926359 -2.251856 0.542868 0.5 1.2 -3.8
C 5.629505 0.663153 -2.546380 0.6 -0.2 0.0
C 4.327600 2.603048 -1.791075 0.3 -0.1 0.0
C -3.755225 4.719083 -2.834392 0.1 0.0 0.2
C 2.394921 -3.963169 4.569824 0.1 0.3 -0.2
C -5.553387 1.603894 -1.582812 0.7 0.1 -0.5
C 2.389269 -2.606242 4.261287 -0.1 -0.3 0.4
C -1.303384 -5.558437 2.589254 -0.3 -0.3 0.1
C 1.879081 2.513447 -1.767145 -0.8 0.3 0.3
C -0.573741 0.961648 -2.623176 -0.3 0.2 0.0
C 0.799092 0.488659 -2.723290 0.4 0.5 0.3
C 2.230596 -1.686512 5.287480 0.1 0.1 -0.3
C -2.199881 2.727560 -2.967490 -0.2 -0.1 0.0
C 2.553314 -2.111369 2.869902 -1.1 -0.5 -1.7
C 1.917317 1.216771 -2.442114 -0.2 0.2 -0.2
C 2.200540 -4.383364 5.866012 0.1 -0.2 0.1
C -3.816680 -0.132965 -1.010816 -0.4 -0.2 0.2
C 1.710505 -2.654072 1.817159 0.2 -0.5 3.2
C -4.901315 3.709460 -2.795867 0.4 -0.8 0.0
C 3.220302 0.635027 -2.743625 0.0 -1.3 -0.5
H 3.511987 5.200799 -1.653245 0.2 0.0 0.1
H -4.708026 1.279750 0.373117 0.1 0.0 -0.2
H -0.181131 2.810078 -3.613134 0.1 0.2 -0.2
H -5.805745 0.011418 -0.129830 0.2 0.2 -0.2
H 2.543105 -4.678596 3.779878 0.0 -0.2 -0.2
H -6.331473 2.264951 -1.184621 0.2 0.0 0.0
H 0.957288 -0.534712 -3.031474 0.2 -0.2 0.0
H 1.883535 -1.389005 7.366259 0.0 0.2 0.2
H -2.654008 4.045180 -4.572979 -0.1 0.1 0.0
H 2.203260 -5.436437 6.091369 0.0 -0.2 0.1
H 6.234485 1.206995 -3.267338 0.2 0.0 0.1
H -1.644354 4.757316 -3.334913 -0.1 -0.1 0.0
H 1.279824 -4.954546 0.515753 0.2 0.0 -0.2
H -6.019588 1.015338 -2.379332 -0.2 -0.2 0.0
H -5.258661 3.503454 -3.809709 -0.1 0.2 -0.2
H 6.148825 0.599062 -1.593304 0.1 0.1 0.0
H 3.449570 4.535095 0.002018 0.1 0.1 0.0
H 5.441342 -0.342361 -2.918175 -0.2 0.2 0.1
H -2.002433 -4.219675 4.093440 -0.2 0.0 0.3
H -4.064835 5.632461 -3.362695 0.0 -0.3 0.0
H 2.272636 -0.636374 5.050679 0.0 0.2 -0.1
H -0.406269 -6.665338 1.003659 0.0 -0.3 -0.2
H -2.066278 -6.297076 2.779569 -0.1 -0.1 0.0
H -0.254391 -2.554729 3.686786 0.0 0.2 0.2
H -1.273251 -0.743416 -1.542379 0.1 -0.3 0.2
H 1.832128 -3.793755 7.883405 0.0 -0.1 0.2
H -3.306927 -0.626893 -0.174187 -0.1 0.1 -0.1
H -4.174580 -0.937551 -1.663199 -0.1 0.0 0.1
H -3.518079 5.034423 -1.810589 0.0 -0.2 -0.1
H 1.954414 4.798505 -0.910014 0.1 -0.3 -0.1
H -5.755613 4.107296 -2.237170 0.2 -0.1 0.1
```
Positions in Å, forces in eV/Å.



(4)
The following is a DFT calculation (ωB97M-V with the def2-TZVPD basis set) of 2 unconnected molecules or ions with the total composition C3H10N2O.

HOMO-LUMO gap = 7.358 eV
Net charge = 0
2S+1 = 1
Energy above the lowest of the compared OMol25 structures with the same formula, charge and spin = 3.601 eV

Structure (XYZ):
```
16
Properties=species:S:1:pos:R:3:forces:R:3
O -0.117360 -0.503342 -0.849972 -0.1 -0.4 0.1
N 0.688578 1.767823 1.408035 -0.5 -0.6 -0.2
N -1.179698 1.829032 -0.265835 -1.3 1.3 3.6
C 0.067379 1.643539 0.202229 1.3 -1.0 -1.0
C 0.405275 -1.825570 -0.943202 0.6 2.2 -1.3
C 0.141311 -2.572876 0.292753 -0.4 -1.9 1.0
H 0.092595 1.513141 2.204353 0.7 0.4 -0.2
H 0.754125 1.452515 -0.583312 0.5 -0.2 -0.6
H -0.062387 -2.362134 -1.809322 0.5 0.3 0.4
H -1.912204 2.217263 0.457618 1.7 -1.5 -2.1
H -1.470642 1.100393 -0.955796 0.6 0.3 0.5
H -0.938782 -2.554850 0.347212 -0.5 -0.2 0.6
H 0.545827 -2.064235 1.170994 0.1 -0.1 0.0
H 0.449480 -3.671556 0.299657 -0.1 1.3 -0.1
H 1.730284 1.483220 1.463913 -2.8 0.6 -0.3
H 1.504631 -1.735557 -1.101621 -0.3 -0.4 -0.3
```
Positions in Å, forces in eV/Å.



(5)
The following is a DFT calculation (ωB97M-V with the def2-TZVPD basis set) of 3 unconnected molecules or ions with the total composition C36H54Br2F2N4O9PSSi.

HOMO-LUMO gap = 5.464 eV
Net charge = +1
2S+1 = 1

Structure (XYZ):
```
110
Properties=species:S:1:pos:R:3:forces:R:3
Br 3.236362 -1.908424 -1.886538 -0.8 -0.1 0.6
Br -1.533040 -2.154215 0.232642 -0.4 -0.1 -0.2
S -0.023315 1.029409 -3.160242 0.6 0.7 -0.8
P 1.015952 -1.902223 2.247865 1.6 0.2 3.8
Si -3.902800 2.428238 0.472258 -0.3 -0.4 0.6
F 0.453428 2.880070 -0.726647 1.0 -1.7 0.9
F 0.511911 2.264227 1.388027 1.3 -1.5 -1.6
O 1.555957 -8.534667 0.496882 0.9 -0.1 -0.3
O -3.621968 7.149429 -1.425120 -0.3 -0.3 0.4
O 3.155076 -8.429244 -1.025163 0.1 0.5 0.3
O 0.013832 -2.967265 3.035635 0.6 1.4 -1.0
O 0.244174 -0.418037 2.440766 0.3 -2.3 -0.6
O -4.437797 9.178636 -1.102641 0.1 -0.5 0.0
O -1.972385 -7.100523 0.506133 0.4 0.2 0.3
O 2.333306 -1.949526 2.969275 -1.5 0.2 -1.5
O 2.808833 2.425217 -2.466455 0.0 -0.8 -0.2
N -0.167851 -0.390432 -2.195953 -0.8 0.8 0.5
N 0.163508 -1.768406 -0.382331 1.3 1.5 -1.0
N 1.021772 0.566459 -0.276676 0.2 -0.5 -0.5
N 3.457320 0.689077 -0.953742 -2.4 1.2 -0.7
C 1.768089 -3.733977 0.070645 -0.5 -0.9 1.1
C -3.946588 8.386370 -1.860310 0.1 0.6 -0.1
C -5.624409 5.346708 3.146935 -0.2 -1.1 -2.5
C 3.496771 3.304550 0.909201 2.1 0.3 0.3
C 2.304329 -9.121871 -0.246369 -0.3 -0.4 0.0
C 3.987759 1.965813 1.305778 1.7 2.3 -0.4
C -3.594339 8.775832 -3.272532 -0.4 -0.1 -0.4
C 3.060536 1.522965 -1.777271 1.1 0.7 1.0
C -4.823285 4.291524 2.507729 -1.1 0.7 -0.8
C 1.210625 -4.905374 0.958340 0.4 -1.2 -0.2
C 0.313197 -0.472002 -0.969489 -0.4 -1.2 0.9
C -4.288471 0.909402 1.609313 0.6 0.1 0.5
C 2.239018 -10.618453 -0.391077 0.3 -0.3 0.4
C 3.050177 0.686210 1.425322 1.0 1.8 1.4
C -4.357188 1.930509 -1.308458 -0.4 -0.6 -0.7
C 0.318926 1.736868 0.116063 -4.9 2.1 0.1
C -1.748102 6.099239 -2.557290 0.1 0.1 0.0
C -6.839693 5.590612 0.948576 0.7 -0.7 0.4
C -6.678271 6.001828 2.350267 2.0 -2.0 -0.5
C -3.238190 6.072138 -2.282297 0.2 0.1 -0.1
C 5.453768 1.879539 1.581283 0.1 1.3 -0.1
C -2.009328 2.745463 0.726563 -0.4 -0.6 -0.2
C -0.294188 -5.325428 0.714537 0.1 0.3 -0.3
C 6.341724 3.072055 1.505330 -2.1 1.0 -0.7
C 5.835247 4.410011 1.110511 -2.5 -2.8 0.2
C -1.269526 1.462838 0.098438 0.2 1.8 1.1
C -4.988346 3.841273 1.108928 -1.8 2.5 0.5
C 6.179961 0.533313 1.969859 -0.1 0.9 -0.2
C 4.391113 4.489391 0.807774 1.0 -1.8 0.5
C 4.224288 -9.023751 -1.775945 0.1 -0.2 -0.3
C -0.529411 -6.877174 0.572934 -1.2 0.7 0.8
C 2.588521 -1.367774 -0.057959 -0.3 -0.2 1.0
C -6.039603 4.527641 0.287584 0.6 0.7 3.3
C 2.396341 0.243609 0.044409 3.8 -2.1 0.2
C 1.321232 -2.231837 0.426902 0.5 0.0 -1.1
C 3.745176 -9.488891 -3.135271 -0.2 -0.1 0.0
H -1.452164 5.235924 -3.158355 0.0 0.0 0.0
H -1.454663 7.005928 -3.087973 0.0 -0.1 -0.1
H -2.592667 9.206079 -3.287844 0.0 0.0 0.0
H -5.403090 5.576130 4.220196 -0.5 0.0 -1.2
H 4.578388 -9.879140 -3.722615 0.0 0.0 0.0
H -1.277626 1.439313 -3.561894 0.2 -1.0 0.8
H 2.430717 3.497542 0.643180 1.0 -0.4 0.4
H -0.631803 -1.207072 -2.621043 0.5 0.2 0.6
H 3.743605 -0.088307 1.872127 -1.1 0.5 -1.0
H 2.890614 -3.774566 0.217880 -1.3 0.2 -0.4
H 4.972805 -8.240413 -1.907241 -0.2 0.1 0.2
H -4.364139 2.767651 -2.058003 -0.1 -0.7 0.7
H -3.833867 6.063859 -3.198136 0.1 0.1 0.0
H -0.931438 -4.925610 1.555926 0.5 -0.5 -0.9
H -5.257726 1.055992 2.167257 0.9 -0.4 -0.8
H -4.309213 9.526729 -3.609345 0.2 0.1 0.2
H 1.500914 -10.874470 -1.151641 0.1 0.0 0.0
H 5.764115 0.106573 2.928364 0.4 0.2 -1.2
H 1.476964 -4.764445 2.051105 -0.5 0.0 -1.3
H 6.461262 5.328588 1.031041 -0.5 -1.1 0.1
H -1.680074 3.707691 0.251014 -0.2 -0.9 0.5
H -5.396460 1.473544 -1.258690 1.1 0.7 -0.2
H -7.638181 6.106277 0.347823 1.0 -0.6 0.7
H 0.440641 -3.098793 3.913436 -0.1 0.0 -0.6
H -7.301151 6.779493 2.855495 0.5 -0.8 -0.9
H -4.038506 3.779568 3.124338 -0.8 0.6 -0.6
H -4.225923 -0.071110 1.063420 -0.3 0.8 0.5
H -1.891048 2.778299 1.853200 0.2 0.1 -1.3
H -3.706444 1.102655 -1.737474 -0.6 0.9 0.6
H 2.988356 -10.269942 -3.048288 0.1 0.0 0.0
H -0.130675 -7.314745 -0.380170 -0.2 0.6 1.2
H 2.337807 0.919154 2.257259 0.2 -0.4 -1.0
H 1.481495 -3.966051 -0.998950 0.5 0.6 1.2
H -1.187607 6.083374 -1.620175 -0.1 -0.1 0.0
H -3.488024 5.153930 -1.744436 -0.1 0.2 0.2
H -0.551582 -0.541647 2.997557 0.4 0.1 -0.3
H -3.657547 7.953454 -3.982723 0.2 0.0 0.0
H 3.287719 -8.661606 -3.681520 0.1 0.0 0.0
H 1.927451 -11.042128 0.563932 -0.2 0.1 -0.1
H -6.227134 4.236597 -0.779382 0.2 0.4 1.2
H -2.344222 -7.059914 1.407318 0.4 0.0 -0.6
H -0.169121 -7.398146 1.495864 0.1 0.3 -1.2
H 4.709190 -9.819801 -1.207792 -0.1 0.0 0.0
H -0.667784 -4.856868 -0.250856 0.4 -0.5 1.1
H 1.819293 -5.823233 0.664660 -0.5 1.2 0.2
H 6.117311 -0.173027 1.098106 -0.1 0.4 1.0
H 7.444026 3.009323 1.724912 -1.4 -0.3 -0.2
H -1.683600 1.374015 -0.935649 0.7 -0.4 0.8
H 7.281073 0.737815 2.135236 -1.3 -0.2 -0.2
H -1.518251 0.622921 0.796835 0.4 0.4 -1.0
H 3.432017 -1.736328 0.594934 -1.0 0.9 -0.7
H -3.479775 0.890127 2.406227 -0.8 -0.1 -0.7
H 3.973842 5.477358 0.472383 0.3 -1.2 0.4
H 3.195819 -11.076920 -0.631223 -0.1 0.0 -0.2
```
Positions in Å, forces in eV/Å.



Q: Among the records above, which one has the highest 2S+1?
A: C3H9IN2O2S